# 1
Molecular formula: C3H2ClN3
Method: DFT, ωB97M-V/def2-TZVPD

Output
HOMO = -9.89 eV
Net charge = 0
HOMO-LUMO gap = 9.3 eV
LUMO energy = -0.57 eV

Last column: Löwdin charge in e.
Cartesian coordinates (Å):
C  -0.938  -0.090  0.033  -0.694
C  -0.330  1.176  0.005  -0.130
C  0.991  -1.116  0.027  -0.203
H  -0.841  2.106  0.398  0.124
H  1.431  -2.069  -0.102  0.103
N  1.063  1.237  -0.081  0.051
N  1.621  0.041  -0.191  0.005
N  -0.305  -1.262  0.017  0.091
Cl  -2.691  -0.023  -0.105  0.653

=====

# 2
Molecular formula: C3H2ClNO
Method: DFT, ωB97M-V/def2-TZVPD

Output
HOMO = -9.78 eV
Net charge = 0
HOMO-LUMO gap = 10.6 eV
LUMO energy = 0.86 eV

Last column: Löwdin charge in e.
Cartesian coordinates (Å):
C  -0.573  0.247  -0.289  -0.711
C  -0.344  -0.118  1.034  -0.167
C  0.632  0.140  -0.875  -0.148
H  -1.048  -0.099  1.831  0.116
H  0.983  0.145  -1.892  0.139
N  0.891  -0.465  1.267  0.108
O  1.521  -0.281  0.002  -0.034
Cl  -2.063  0.430  -1.079  0.698